(1)
97
Properties=species:S:1:pos:R:3:forces:R:3:lowdin_charge:R:1 method="wB97M-V/def2-TZVPD" smiles="CCC[C@]1(Br)[C@@H](CN)C(=O)N[C@]1(N)B(O)OCC.CN(C)P(=O)(N(C)C)N(C)C.CN(C)P(=O)(N(C)C)N(C)C" e_tot_ev=-136674.391 homo_lumo_gap_ev=6.6 spin_multiplicity=1 charge=0 max_force_ev_per_a=9.15
C -0.0463 -4.9660 4.0838 -0.3111 -0.3947 -1.0666 -0.141
C 1.2787 -5.0536 3.0979 0.0343 -1.3080 0.0166 -0.284
C 2.6614 -4.4847 3.7716 -0.1828 0.3098 -1.0285 -0.166
C 2.8301 -2.8513 3.7339 1.5430 1.0302 1.2164 -0.495
Br 1.2608 -1.8294 2.9245 0.2542 -1.0779 0.0293 0.811
C 4.1424 -2.1919 2.9664 -0.2487 1.1498 -2.2495 -0.192
C 4.2401 -2.3565 1.3118 1.0276 0.1873 0.4418 -0.212
N 4.8314 -3.7256 0.9359 -1.4374 0.5783 0.7943 -0.042
C 3.9022 -0.5985 3.2871 -0.3672 3.6694 -0.0940 -0.309
O 4.0770 0.5049 2.5554 -0.8817 -6.9123 4.2720 -0.040
N 3.3671 -0.6001 4.7065 -1.0874 -0.3224 -2.4593 0.047
C 2.9986 -2.0267 5.1657 1.6580 -0.1532 -0.0940 -0.417
N 1.8523 -2.0773 6.1698 1.0536 -1.2260 -0.4723 0.092
B 4.2923 -2.3948 6.1378 2.0720 -0.6675 0.4594 -0.387
O 4.8631 -1.3006 6.9876 -2.4293 -2.7217 -0.1113 0.044
O 4.9385 -3.7437 6.1708 0.0458 3.4111 -0.8388 -0.062
C 6.3580 -3.6253 5.7413 0.9887 -0.9678 -0.9569 -0.205
C 6.5952 -4.7065 4.5006 -0.9618 -0.0672 0.0217 -0.095
H -0.5533 -6.0457 4.1185 1.0545 2.4755 -0.0283 0.088
H 0.1944 -4.6607 5.1872 -0.3775 -0.4462 -2.1485 0.064
H -0.7967 -4.2216 3.5663 1.3660 -1.4333 1.4446 0.069
H 1.0583 -4.6148 2.0095 0.5376 -0.6968 2.6276 0.105
H 1.4546 -6.2202 2.9133 -0.1554 2.5250 0.4187 0.112
H 2.7039 -4.8331 4.8881 0.1860 0.5817 -2.1830 0.130
H 3.5544 -4.9220 3.1108 -1.8595 0.9037 1.8390 0.103
H 5.2203 -2.5455 3.2812 -2.3174 0.5913 0.1128 0.144
H 3.2273 -2.1497 0.7631 1.9852 -0.5450 1.1696 0.109
H 5.0415 -1.5561 0.9502 -1.9268 -1.5365 0.8506 0.135
H 4.0811 -4.4620 1.0324 1.3401 1.0498 0.0089 0.064
H 5.6271 -3.9427 1.5758 -1.0793 0.1157 -0.6943 0.049
H 2.5373 0.0262 4.8852 1.4774 -0.5227 -0.4489 0.137
H 2.2764 -2.3833 7.0958 -0.9823 0.5571 -1.3705 0.090
H 1.2774 -2.8964 5.8719 0.2820 0.9603 0.3405 0.059
H 4.3197 -1.2722 7.8345 1.1678 0.1540 -1.4642 0.120
H 6.6027 -2.5398 5.3344 -0.4131 -2.1940 1.1207 0.136
H 7.0702 -3.9594 6.6077 -1.4354 1.0737 -1.4931 0.133
H 5.5589 -4.8018 3.9594 1.9719 0.1572 0.9900 0.046
H 7.3627 -4.3242 3.6929 -1.2877 -0.8335 1.8593 0.087
H 6.8543 -5.8002 4.9000 -0.3667 2.5765 -0.8734 0.098
C -4.1491 0.5760 1.1876 -0.0987 0.2996 -0.2742 -0.136
N -3.3633 -0.6423 1.0825 0.5492 0.9288 1.4381 -0.314
C -2.3507 -0.6574 2.1455 -0.0247 -0.4980 0.1400 -0.156
P -2.9532 -1.5610 -0.3146 -8.3258 0.8259 3.1811 0.764
O -3.0301 -2.8699 0.5089 4.3416 -0.2588 -1.9516 -0.320
N -4.4100 -1.9228 -1.1642 -0.6455 -0.8159 -1.1955 -0.351
C -5.6543 -1.1853 -1.0207 0.2985 0.6088 -0.5092 -0.147
C -4.7294 -3.3382 -1.3803 0.4808 -0.0878 0.1332 -0.151
N -2.8647 -0.0563 -1.2614 3.0894 -1.7052 -1.2642 -0.256
C -2.8155 -0.2844 -2.7266 -0.5005 0.1000 -0.8131 -0.126
C -1.6331 0.7128 -0.9729 0.2890 0.6886 0.4879 -0.129
H -3.6300 1.4604 0.8151 0.0585 0.2923 -0.0736 0.069
H -4.4139 0.7828 2.2332 0.3285 -0.2854 -0.0478 0.084
H -5.1115 0.5142 0.6865 0.2149 -0.1068 -0.2080 0.047
H -1.5221 0.0226 1.9236 0.1163 0.2121 0.1585 0.056
H -1.9244 -1.6528 2.2867 -0.1212 -0.0067 -0.2169 0.040
H -2.7724 -0.3711 3.1165 -0.1024 0.0511 -0.2480 0.082
H -6.1032 -1.3340 -0.0352 -0.0899 0.0507 0.1390 0.083
H -6.3911 -1.4952 -1.7720 0.2080 -0.2542 0.0598 0.078
H -5.5108 -0.1195 -1.2138 0.0847 -0.0451 0.2335 0.068
H -5.1716 -3.7916 -0.4850 0.0609 -0.1184 -0.0377 0.078
H -3.8317 -3.9033 -1.6561 -0.2080 0.0926 0.2583 0.071
H -5.4336 -3.4663 -2.2105 0.0046 0.3297 0.0625 0.074
H -1.9865 -0.9496 -2.9935 -0.0229 0.1894 -0.1473 0.086
H -2.6922 0.6630 -3.2667 0.2576 -0.0119 0.4053 0.071
H -3.7387 -0.7151 -3.1210 0.1560 -0.1054 0.4264 0.073
H -0.7377 0.0985 -1.1251 -0.0016 0.2379 -0.1216 0.088
H -1.6081 1.0919 0.0491 -0.1671 -0.2685 0.0824 0.058
H -1.5631 1.6019 -1.6089 -0.1339 -0.2684 -0.1192 0.066
C -1.9042 4.4716 -7.0213 0.1379 0.3628 -0.1997 -0.135
N -2.1359 4.0507 -5.6494 -1.4106 -0.4685 -0.9325 -0.315
C -3.4597 3.4230 -5.5536 0.0914 -0.4094 0.3067 -0.140
P -1.5603 4.7430 -4.1820 5.4239 -4.0309 -6.1679 0.771
O -1.4644 3.3364 -3.5421 -2.6825 2.2926 3.2013 -0.322
N 0.1546 4.8894 -4.2955 1.1767 0.3739 0.8244 -0.350
C 0.9009 4.9070 -5.5427 -0.1789 0.8223 -0.1722 -0.143
C 0.9578 4.1974 -3.2815 -0.4043 -0.0616 0.3002 -0.145
N -1.6705 6.3602 -4.9176 -1.5311 0.8706 3.3140 -0.265
C -0.9762 7.4119 -4.1346 0.7590 0.5237 0.0389 -0.134
C -3.0687 6.8384 -5.0066 -0.6229 -0.0603 -0.5295 -0.139
H -2.4428 5.3808 -7.2928 -0.1087 0.2284 -0.1715 0.068
H -2.2213 3.6939 -7.7289 -0.1615 -0.0351 0.4140 0.086
H -0.8535 4.6195 -7.2564 -0.0613 0.1533 0.2736 0.049
H -4.2619 4.1675 -5.5730 -0.2205 -0.0011 -0.1638 0.063
H -3.5718 2.8494 -4.6312 0.1846 0.1586 0.0221 0.059
H -3.6365 2.7139 -6.3713 0.1914 0.2147 0.0144 0.081
H 0.8749 3.9368 -6.0453 -0.0070 -0.0925 -0.1267 0.085
H 1.9534 5.1665 -5.3746 -0.1425 -0.1470 0.2769 0.081
H 0.5386 5.6900 -6.2133 -0.1532 -0.1957 -0.0202 0.068
H 1.0615 3.1300 -3.5108 0.0059 -0.0158 0.1271 0.080
H 0.5078 4.3035 -2.2878 0.0399 -0.1930 -0.2713 0.072
H 1.9626 4.6288 -3.2054 -0.1586 0.1205 -0.2715 0.078
H -1.3419 7.4394 -3.1018 0.0361 0.2223 -0.1004 0.086
H -1.1275 8.4007 -4.5861 -0.3252 -0.2821 -0.0175 0.084
H 0.1076 7.2771 -4.1089 -0.3121 -0.3428 -0.0199 0.074
H -3.5577 6.8179 -4.0253 -0.0198 0.2577 -0.1493 0.087
H -3.6707 6.2413 -5.6921 0.1912 -0.2229 0.0847 0.057
H -3.1140 7.8590 -5.4018 0.2290 -0.1443 0.1793 0.087

(2)
105
Properties=species:S:1:pos:R:3:forces:R:3:lowdin_charge:R:1 method="wB97M-V/def2-TZVPD" e_tot_ev=-91380.250 homo_lumo_gap_ev=7.8 spin_multiplicity=1 de_lowest_kj_mol=0.0 charge=+5 max_force_ev_per_a=3.86
N -1.3568 0.5433 -0.5267 1.8787 -0.1216 0.9793 -0.334
S -1.0818 -0.9336 -1.0974 -2.0519 -2.4205 -2.1930 0.449
O -1.7530 -1.9339 -0.3526 0.4767 0.0437 0.7321 -0.233
O 0.2134 -1.1561 -1.6322 0.6527 0.5336 0.1667 -0.262
F -2.0214 -0.8334 -2.3694 0.2928 0.7726 -0.0112 -0.158
S -0.4756 0.5758 0.8727 -1.2830 2.2443 1.6843 0.518
O 0.9309 0.8255 0.7889 -0.2893 -0.4719 -0.8540 -0.265
O -0.9920 -0.2576 1.8995 0.3479 -0.5300 -0.4020 -0.237
F -1.0445 2.0070 1.2806 0.1120 0.1207 -0.2211 -0.189
C 3.7658 1.8254 1.4012 -0.1129 -1.2921 0.4668 0.021
C 3.8658 2.7389 0.2556 0.1886 0.4295 0.4319 -0.400
O 3.2065 3.6759 -0.0329 -0.1382 -0.1737 -0.3581 0.177
N 5.0979 2.4600 -0.6359 -0.0375 0.2427 0.5923 0.091
H 5.6252 1.6783 -0.2415 0.0298 -0.0129 -0.1568 0.174
H 4.7598 2.1975 -1.5627 0.1904 -0.0262 -0.0641 0.183
C 5.9860 3.6945 -0.7441 -0.3461 -0.0070 -0.2011 0.054
H 2.9874 2.0679 2.1166 0.0450 0.5338 -0.1248 0.103
H 4.7153 1.6609 1.9178 0.0829 0.3448 -0.0602 0.120
H 3.4772 0.8203 1.0632 0.0882 0.1084 -0.3054 0.103
H 5.4581 4.3860 -1.3923 0.2541 -0.0079 -0.2218 0.108
H 6.9387 3.3526 -1.1329 0.0588 0.2531 -0.1342 0.118
H 6.0951 4.1885 0.2180 0.0460 -0.3803 0.1908 0.118
C 2.0730 -3.4993 0.5192 -0.2331 0.0929 1.1019 0.025
C 3.1099 -4.5086 0.9220 -0.7304 0.7299 -0.5091 -0.412
O 3.9560 -4.3914 1.7358 0.3265 -0.2965 0.2390 0.195
N 3.0150 -5.7659 0.1205 0.7088 -1.1557 0.5577 0.072
H 3.4134 -6.5236 0.6873 0.0368 0.1726 0.0669 0.194
H 2.0206 -6.0367 -0.0939 -0.7802 0.4667 -0.4176 0.102
C 3.8076 -5.7118 -1.1321 0.9974 0.1939 -0.1027 0.020
H 1.1111 -3.9915 0.3674 0.1719 0.0624 -0.7283 0.074
H 2.4239 -2.9119 -0.3271 -0.2806 -0.2311 -0.2949 0.093
H 1.9211 -2.8060 1.3499 0.3748 0.0183 0.0080 0.091
H 4.8461 -5.4953 -0.8749 -0.0795 0.0583 0.1100 0.113
H 3.4566 -4.9137 -1.7777 -0.3357 -0.1613 -0.0552 0.090
H 3.8225 -6.6856 -1.6123 -0.4217 0.0369 -0.1043 0.119
C -0.4147 4.8705 4.6147 0.1225 0.3123 -0.4809 0.052
C -0.4903 5.5361 3.2682 -1.8187 -1.0420 0.5400 -0.355
O -0.3560 5.0297 2.2130 0.5865 0.4924 -0.4006 0.164
N -1.1933 6.9151 3.3237 1.4233 0.9688 0.1522 0.092
H -2.0878 6.8667 3.8205 -0.0452 -0.3652 -0.1759 0.189
H -0.6091 7.4857 3.9530 -0.1729 -0.0302 0.0296 0.194
C -1.3188 7.6819 2.0333 -1.2196 0.3275 0.2273 0.035
H -1.2394 5.2085 5.2417 0.1925 0.1144 0.2031 0.106
H 0.5493 5.0706 5.0839 -0.0778 -0.0315 0.2008 0.118
H -0.5437 3.8078 4.4275 0.2306 -0.0548 0.0848 0.104
H -1.4152 7.0019 1.1978 0.2972 -0.1377 0.0154 0.087
H -0.5415 8.4293 1.9241 0.3301 -0.3166 0.0125 0.117
H -2.2609 8.2225 2.1280 0.0653 0.0731 -0.1683 0.117
C -1.2816 -4.6670 7.2043 -0.1295 -0.0044 -0.4116 0.046
C -1.2837 -3.6536 6.1090 0.1753 0.1762 1.1312 -0.388
O -0.9809 -2.5171 6.1555 0.0828 0.1032 -0.4615 0.199
N -1.8928 -4.1466 4.7780 0.0656 0.1505 -0.3646 0.090
H -1.7391 -5.1517 4.6607 -0.0486 0.0216 0.1003 0.183
H -2.9080 -4.0114 4.8326 0.0403 -0.0847 0.0786 0.193
C -1.3638 -3.4103 3.5718 0.2173 -1.3790 -0.2733 0.020
H -0.8649 -4.2468 8.1133 -0.0981 0.2219 -0.0159 0.114
H -0.6940 -5.5518 6.9516 -0.2098 -0.0963 -0.1428 0.112
H -2.3354 -4.9298 7.3512 0.1473 -0.3114 0.2222 0.119
H -1.6189 -2.3627 3.6029 -0.0222 0.0508 0.0129 0.089
H -1.7509 -3.9664 2.7177 -0.4013 0.5249 -0.1314 0.111
H -0.2947 -3.6035 3.5133 0.0938 0.4397 0.3710 0.105
C -0.2709 -4.8455 -5.8163 0.1841 -0.0774 0.2525 0.053
C -0.0583 -3.4387 -5.3834 -0.7274 -1.1816 0.1980 -0.383
O -0.7105 -2.4806 -5.5737 0.1629 0.4523 0.0072 0.197
N 1.1625 -3.2690 -4.4453 0.0956 1.0575 0.2886 0.083
H 0.7677 -3.2124 -3.4811 -0.1843 -0.7140 0.1134 0.122
H 1.8430 -4.0277 -4.4297 -0.3032 -0.2488 -0.2861 0.176
C 1.8242 -1.9661 -4.7172 0.2453 0.3937 0.7205 -0.007
H -1.2310 -4.9982 -6.2986 0.0957 0.3533 -0.3479 0.117
H -0.2765 -5.5160 -4.9507 0.3909 0.0750 0.0177 0.090
H 0.5713 -5.1049 -6.4652 -0.1818 -0.2895 -0.0724 0.120
H 2.5326 -1.7599 -3.9156 0.1670 -0.2531 -0.1064 0.096
H 1.0579 -1.2047 -4.6190 -0.0528 0.0049 -0.4334 0.087
H 2.3246 -1.9583 -5.6786 -0.1375 -0.0269 -0.1066 0.115
C -0.6509 3.6607 -4.3431 1.2273 -0.8171 -0.7997 0.047
C -1.2754 3.0870 -3.1363 -0.6135 1.8361 0.4481 -0.386
O -2.4303 2.9400 -2.9248 -0.2301 -0.7441 0.0193 0.177
N -0.3956 2.9696 -1.8814 -0.0393 -0.9578 -0.6236 0.086
H -0.7340 2.1005 -1.3987 -0.0156 0.2215 0.1245 0.100
H 0.5612 2.7666 -2.1739 0.1622 0.4032 0.3258 0.175
C -0.5734 4.2007 -1.0520 0.2242 0.2319 0.0171 0.023
H 0.0692 4.4702 -4.1949 -0.3132 0.1400 0.5475 0.112
H -1.3785 3.9575 -5.0908 -0.2172 -0.0911 0.1404 0.120
H 0.0001 2.8867 -4.7847 -0.2841 -0.0189 -0.1206 0.118
H -0.1101 5.0276 -1.5835 -0.0784 0.0844 0.0011 0.115
H -0.1273 4.1029 -0.0679 0.1568 -0.3039 -0.0756 0.074
H -1.6403 4.3627 -0.9342 -0.0232 -0.0197 -0.0555 0.098
C -5.1949 3.3665 -1.3367 0.0053 -1.2078 0.1992 0.045
C -4.3325 2.7169 -0.3047 -0.0565 0.0770 -0.2209 -0.419
O -3.7622 3.2169 0.6020 0.3246 0.1374 0.1297 0.157
N -4.2283 1.1920 -0.3861 -0.2509 -0.2650 -0.8890 0.081
H -4.6668 0.8716 -1.2551 -0.1632 -0.0064 0.1651 0.176
H -3.2234 0.9160 -0.4988 -0.2198 0.1830 0.5844 0.108
C -4.8971 0.5611 0.8033 0.0476 0.3074 0.0618 0.044
H -5.2237 2.7663 -2.2469 0.2500 0.3068 -0.1867 0.098
H -4.8476 4.3787 -1.4941 -0.3371 0.1646 -0.0517 0.109
H -6.2192 3.2839 -0.9524 -0.0106 0.5409 0.0517 0.128
H -5.9182 0.9350 0.8391 -0.0294 -0.0804 0.0052 0.117
H -4.3573 0.9080 1.6781 0.0134 -0.1727 0.0831 0.104
H -4.9009 -0.5193 0.7129 0.1634 -0.0194 -0.0702 0.113
O -0.8462 -6.2679 -2.4004 0.6417 0.7506 0.1728 0.108
C -0.0131 -5.4948 -1.6402 -0.7673 0.8682 0.5517 -0.733
O 0.4958 -6.0083 -0.6274 0.5135 -0.4317 -0.1444 -0.017
O 0.0476 -4.2627 -1.9683 0.6040 -0.4396 -0.5390 -0.084
H -1.2082 -5.5601 -2.9534 -0.5067 -0.5168 -0.2595 0.092